23
Properties=species:S:1:pos:R:3 method="wB97M-V/def2-TZVPD" de_lowest_kj_mol=417.7
C -1.783 0.465 1.640
N -0.382 1.140 1.482
C -0.131 2.584 1.576
O 0.568 2.763 0.520
P 1.266 0.229 1.200
Cl 1.053 -1.129 2.578
C 0.853 -0.919 -0.232
C 1.713 -0.708 -1.352
C 1.454 -1.353 -2.509
C 0.357 -2.204 -2.640
C -0.676 -2.159 -1.714
C -0.384 -1.559 -0.435
H -1.937 0.060 0.627
H -1.639 -0.402 2.410
H -2.545 1.132 1.842
H -1.198 2.880 2.019
H 0.516 3.213 2.512
H 1.250 3.519 0.426
H 2.318 0.158 -1.222
H 1.898 -0.930 -3.397
H 0.258 -2.734 -3.642
H -1.608 -2.463 -1.948
H -1.219 -1.584 0.261


14
Properties=species:S:1:pos:R:3 method="wB97M-V/def2-TZVPD" de_lowest_kj_mol=172.0
Si -1.738 0.566 -1.106
Si -0.700 -1.418 -0.961
Br -1.987 -2.711 -2.253
H -3.174 0.441 -0.652
H -0.958 1.290 -0.037
H -1.508 1.380 -2.296
H 0.742 -1.278 -1.167
H -0.868 -2.330 0.095
C 1.354 0.721 1.257
C 2.580 0.136 1.192
H 0.646 0.598 2.042
H 0.887 0.926 0.344
H 3.103 0.174 0.227
H 2.936 -0.437 2.055


16
Properties=species:S:1:pos:R:3 method="wB97M-V/def2-TZVPD" de_lowest_kj_mol=124.6
C -2.803 0.923 0.155
C -1.746 0.363 -0.467
C -1.192 -1.005 -0.075
C 0.149 -0.945 0.646
S 1.469 -0.300 -0.429
C 2.201 1.134 0.338
H -3.185 1.875 -0.042
H -3.308 0.399 0.940
H -1.254 0.898 -1.286
H -1.081 -1.715 -0.937
H -1.896 -1.405 0.661
H 0.375 -1.962 0.815
H 0.146 -0.478 1.695
H 2.350 1.051 1.392
H 1.527 1.941 0.103
H 3.166 1.372 -0.050


80
Properties=species:S:1:pos:R:3 method="wB97M-V/def2-TZVPD" charge=-1 energy_ha=-6988.519157
C -5.364 1.717 2.089
O -5.019 0.541 1.383
C -3.733 0.094 1.697
C -2.775 0.291 0.528
C -3.177 -0.099 -0.819
N -2.366 -0.997 -1.293
C -2.668 -1.515 -2.630
O -1.519 -1.760 -3.375
C -1.762 -1.332 -4.650
C -1.876 0.118 -4.755
O -1.885 -2.124 -5.555
C -1.334 -1.352 -0.346
P -2.190 -2.786 0.661
O -2.194 -4.084 -0.335
Br -0.801 -3.340 2.346
P 0.353 -1.888 -0.926
O 0.306 -3.374 -1.502
O 1.297 -1.994 0.363
S 1.180 -0.710 -2.189
C -1.283 -0.159 0.660
C -0.500 1.034 0.104
H -6.211 2.167 1.587
H -5.669 1.517 3.114
H -4.563 2.454 2.109
H -3.735 -0.921 2.084
H -3.345 0.711 2.503
H -2.732 1.384 0.455
H -4.017 0.259 -1.387
H -3.330 -2.381 -2.627
H -3.227 -0.715 -3.111
H -1.675 0.616 -3.817
H -1.274 0.533 -5.549
H -2.911 0.335 -5.011
H -2.138 -3.766 -1.245
H 0.639 -3.974 -0.819
H 0.936 -1.517 1.119
H -1.085 -0.440 1.685
H -0.730 1.949 0.633
H -0.722 1.141 -0.949
H 0.568 0.855 0.168
O 6.216 -1.078 -1.084
C 5.642 -2.005 -1.569
O 5.881 -2.460 -2.816
C 4.964 -3.509 -3.151
C 4.484 -4.061 -1.815
C 4.527 -2.817 -0.930
H 4.149 -3.082 -3.742
H 5.482 -4.254 -3.748
H 3.504 -4.536 -1.873
H 5.194 -4.801 -1.444
H 3.597 -2.250 -0.985
H 4.765 -3.060 0.102
C 9.233 -2.633 -3.310
O 9.544 -3.878 -3.696
H 8.517 -2.547 -2.450
H 10.083 -1.983 -2.964
H 8.732 -1.981 -4.076
Mg -2.501 -3.112 -7.339
C -0.213 5.616 4.341
C 0.423 4.234 4.437
C -0.024 3.297 3.310
C -1.475 3.096 3.347
N -2.609 2.948 3.379
H -1.298 5.564 4.434
H 0.152 6.257 5.142
H 0.026 6.095 3.390
H 0.174 3.791 5.399
H 1.509 4.336 4.403
H 0.463 2.326 3.409
H 0.244 3.711 2.337
C -0.110 1.771 8.102
Cl 1.281 2.819 7.797
Cl -1.454 2.142 7.015
H 0.189 0.742 7.947
H -0.437 1.915 9.125
O -4.543 4.132 -2.201
P -3.270 3.377 -2.570
O -3.647 2.063 -3.244
O -2.458 3.113 -1.300
O -2.409 4.218 -3.506


60
Properties=species:S:1:pos:R:3 method="wB97M-V/def2-TZVPD" de_lowest_kj_mol=215.7
C -6.806 -1.748 -0.855
O -6.094 -0.731 -0.197
C -4.780 -0.946 0.092
C -4.068 -2.090 -0.220
C -2.726 -2.203 0.115
C -2.071 -1.172 0.763
C -0.603 -1.269 1.076
C 0.216 -1.315 -0.216
N 1.618 -1.085 0.052
C 2.593 -1.569 -0.741
O 2.400 -2.340 -1.655
C 4.006 -1.116 -0.322
C 5.010 -1.475 -1.418
C 4.388 -1.770 1.027
C 5.158 -0.687 1.776
C 4.713 0.611 1.127
O 4.912 1.734 1.534
N 4.045 0.306 -0.010
C 3.623 1.337 -0.938
C 2.184 1.748 -0.746
C 1.790 2.290 0.472
C 0.472 2.666 0.717
C -0.428 2.485 -0.304
C -0.040 1.948 -1.532
C 1.259 1.573 -1.778
O -1.128 1.869 -2.358
C -2.223 2.348 -1.607
O -1.770 2.762 -0.335
C -2.784 -0.021 1.089
C -4.125 0.107 0.770
O -4.898 1.191 1.054
C -4.333 2.240 1.803
H -6.834 -2.669 -0.263
H -7.818 -1.367 -0.976
H -6.382 -1.965 -1.842
H -4.548 -2.910 -0.729
H -2.194 -3.107 -0.137
H -0.296 -0.395 1.656
H -0.399 -2.163 1.671
H 0.138 -2.287 -0.705
H -0.162 -0.556 -0.911
H 1.841 -0.344 0.700
H 4.959 -2.542 -1.615
H 4.772 -0.959 -2.344
H 6.017 -1.207 -1.109
H 3.487 -2.044 1.577
H 4.975 -2.672 0.869
H 6.237 -0.778 1.639
H 4.958 -0.672 2.846
H 3.780 0.987 -1.960
H 4.269 2.202 -0.750
H 2.532 2.430 1.243
H 0.172 3.090 1.660
H 1.543 1.151 -2.728
H -2.682 3.202 -2.128
H -2.969 1.546 -1.488
H -2.274 0.781 1.598
H -3.502 2.714 1.272
H -5.135 2.964 1.938
H -3.992 1.892 2.784


9
Properties=species:S:1:pos:R:3 method="wB97M-V/def2-TZVPD" de_lowest_kj_mol=238.9 charge=-1
N -0.505 1.266 -2.070
C -0.469 0.545 -1.157
N -0.817 -0.189 -0.169
O -1.428 0.576 0.870
C 0.803 -0.601 0.270
O 1.198 -0.139 1.370
H -0.723 0.471 1.446
H 1.331 -0.226 -0.555
H 0.610 -1.703 -0.005


16
Properties=species:S:1:pos:R:3 method="wB97M-V/def2-TZVPD" de_lowest_kj_mol=751.9
C 0.133 -1.308 0.982
N 1.035 1.391 0.284
C -0.236 0.905 -0.053
N -0.685 -0.137 0.853
H 0.070 -1.973 0.102
H 1.177 -1.028 1.102
H -0.256 -1.889 1.824
H 1.756 0.686 -0.144
H -1.016 1.653 -0.060
H -0.272 0.332 -1.054
H 1.190 2.303 -0.132
H -1.668 -0.379 0.523
O 2.038 -0.472 -0.957
H 2.587 -0.598 -1.743
H -3.340 0.498 -0.793
O -2.513 0.015 -0.734


57
Properties=species:S:1:pos:R:3 method="wB97M-V/def2-TZVPD" de_lowest_kj_mol=0.0 charge=+1
Os 0.713 0.323 -0.623
N 0.697 -3.427 -2.786
C 0.459 -2.219 -2.263
S 1.717 -1.619 -1.151
N -0.611 -1.572 -2.598
N -0.735 -0.380 -1.938
C -1.777 0.328 -2.177
C -1.928 1.559 -1.418
C -2.984 2.432 -1.601
C -3.042 3.577 -0.818
C -2.050 3.800 0.118
C -1.024 2.875 0.247
N -0.969 1.780 -0.498
H 1.576 -3.888 -2.629
H 0.073 -3.790 -3.487
H -2.515 -0.015 -2.893
H -3.737 2.218 -2.347
H -3.854 4.280 -0.939
H -2.061 4.674 0.754
H -0.239 3.011 0.977
C -2.780 -4.816 -1.387
C -2.323 -3.681 -0.516
C -3.072 -2.506 -0.449
C -2.667 -1.448 0.342
C -1.493 -1.569 1.076
C -0.748 -2.739 1.058
C -1.165 -3.785 0.253
S -0.990 -0.253 2.111
O -0.520 -0.791 3.351
O -2.020 0.746 2.106
N 0.391 0.364 1.347
C 1.322 1.058 2.156
C 1.170 1.527 3.439
C 2.254 2.167 4.079
C 3.459 2.358 3.463
C 3.627 1.935 2.126
C 4.797 2.099 1.352
C 4.821 1.679 0.050
C 3.668 1.111 -0.515
N 2.569 0.946 0.190
C 2.537 1.316 1.496
H -3.024 -4.459 -2.388
H -3.682 -5.274 -0.978
H -2.018 -5.589 -1.466
H -3.988 -2.428 -1.023
H -3.258 -0.545 0.426
H 0.141 -2.823 1.670
H -0.591 -4.703 0.229
H 0.249 1.386 3.983
H 2.114 2.509 5.096
H 4.277 2.844 3.978
H 5.668 2.564 1.796
H 5.705 1.791 -0.560
H 3.636 0.800 -1.551
O 1.613 0.591 -3.383
N 1.521 1.740 -3.053
O 1.092 1.932 -1.835


100
Properties=species:S:1:pos:R:3 method="wB97M-V/def2-TZVPD" de_lowest_kj_mol=0.0 charge=+1
C -2.035 -3.978 -0.273
C -0.685 -4.646 0.023
O -0.672 -5.805 0.223
O 0.502 -3.971 0.032
C 0.379 -2.633 0.555
C 1.747 -2.025 0.922
C 1.473 -0.535 1.359
C 1.637 -0.361 2.900
C 0.626 0.615 3.585
C 0.212 1.832 2.745
N 1.347 2.659 2.322
C 1.126 3.567 1.392
N -0.094 3.822 0.844
C 0.179 4.784 -0.042
N 1.454 5.082 -0.048
N 2.100 4.343 0.881
H -2.443 -4.378 -1.215
H -2.016 -2.882 -0.332
H -2.732 -4.308 0.514
H -0.167 -1.996 -0.157
H -0.263 -2.679 1.463
H 2.186 -2.620 1.738
H 2.354 -2.065 0.001
H 0.482 -0.289 0.967
H 2.195 0.099 0.819
H 1.464 -1.347 3.347
H 2.673 -0.056 3.106
H 1.135 0.999 4.490
H -0.272 0.072 3.912
H -0.265 1.464 1.823
H -0.550 2.462 3.239
H 2.284 2.562 2.692
H -0.637 5.182 -0.641
H 1.908 5.758 -0.648
H 3.092 4.337 1.111
C -2.700 1.779 -3.668
C -1.434 1.092 -3.217
C -1.676 -0.186 -2.460
O -0.536 -0.242 -1.588
C -0.139 1.031 -1.371
O 0.633 1.366 -0.521
O -0.732 1.884 -2.240
H -2.464 2.625 -4.316
H -3.346 1.095 -4.220
H -3.251 2.181 -2.816
H -0.766 0.929 -4.067
H -1.710 -1.059 -3.109
H -2.580 -0.162 -1.847
C 4.880 0.165 -1.163
C 4.542 1.630 -1.009
C 5.364 2.539 -1.886
O 5.405 3.749 -1.115
C 5.284 3.393 0.187
O 5.491 4.121 1.111
O 4.881 2.104 0.305
H 4.173 -0.449 -0.602
H 4.846 -0.141 -2.209
H 5.870 -0.049 -0.759
H 3.469 1.790 -1.164
H 4.903 2.714 -2.856
H 6.387 2.188 -2.036
C -0.447 8.914 -3.513
C -0.002 7.510 -3.854
C 0.895 7.435 -5.063
O 0.604 6.134 -5.580
C -0.669 5.832 -5.207
O -1.307 4.936 -5.654
O -1.114 6.702 -4.256
H -0.984 8.924 -2.563
H 0.404 9.591 -3.433
H -1.137 9.294 -4.267
H 0.467 7.037 -2.982
H 1.950 7.522 -4.810
H 0.649 8.176 -5.828
C -6.349 -7.486 -0.745
C -6.177 -6.908 -2.130
C -5.243 -7.703 -3.006
O -4.706 -6.698 -3.871
C -4.748 -5.525 -3.191
O -4.179 -4.533 -3.523
O -5.521 -5.633 -2.079
H -7.126 -6.947 -0.201
H -6.627 -8.540 -0.787
H -5.431 -7.383 -0.164
H -7.151 -6.773 -2.609
H -5.757 -8.472 -3.580
H -4.419 -8.162 -2.453
C 0.079 -4.032 8.417
C 0.214 -3.486 7.015
C 1.105 -4.315 6.126
O 1.629 -3.335 5.222
C 1.629 -2.147 5.880
O 2.202 -1.174 5.505
O 0.892 -2.220 7.017
H -0.671 -3.469 8.974
H -0.218 -5.081 8.407
H 1.017 -3.931 8.965
H -0.773 -3.344 6.565
H 0.560 -5.086 5.586
H 1.940 -4.775 6.660


19
Properties=species:S:1:pos:R:3 method="wB97M-V/def2-TZVPD" de_lowest_kj_mol=23.5
C 0.206 0.424 -2.881
C 0.773 -0.570 -1.855
C 0.201 -0.394 -0.479
C -1.135 -0.484 -0.186
N -1.295 -0.224 1.150
C -0.088 0.111 1.704
C 0.004 0.387 3.167
C 0.857 -0.006 0.722
H -0.867 0.282 -2.995
H 0.406 1.478 -2.655
H 0.638 0.254 -3.871
H 1.851 -0.441 -1.816
H 0.561 -1.561 -2.249
H -1.943 -0.702 -0.868
H -2.167 0.026 1.586
H -0.921 0.812 3.557
H 0.166 -0.552 3.709
H 0.830 1.052 3.420
H 1.925 0.108 0.839